(1)
Entry from the OMol25 dataset: a structure of composition C22H56O10Sr at a distorted geometry (ωB97M-V/def2-TZVPD).

highest occupied orbital energy: -9.04 eV
total charge: 0
relative energy (zero: lowest compared OMol25 entry of this formula, charge and spin): 0.0 kcal/mol
E_tot: -45036.271 eV

Last column: Mulliken charge in e.
Positions of all 89 atoms, in Å:
Sr 30.52757 23.25638 26.76262  1.786
O 28.49097 26.42412 25.80176  -0.604
O 32.01957 25.42948 26.14114  -0.503
O 29.44273 22.54851 24.59688  -1.468
O 29.74896 26.22862 21.43234  -0.632
O 27.30599 21.86396 26.04266  -0.498
O 30.14833 24.64145 24.61878  -1.455
O 29.68609 23.65621 22.66159  1.076
O 30.54477 20.12627 24.45219  -0.651
O 32.47912 22.84302 22.72503  -0.554
O 28.97681 23.10162 20.01081  -0.613
C 25.61372 20.29655 26.63891  -1.583
C 34.68957 23.14142 21.91028  -1.624
C 32.27657 27.82907 26.01227  -1.151
C 27.28592 23.70130 18.43919  -1.688
C 30.09643 27.17160 22.43408  2.341
C 32.98115 26.49918 25.95917  0.984
C 27.11676 26.51197 25.38118  0.640
C 30.91410 19.67699 23.13813  1.486
C 31.47922 18.28700 23.30445  -1.762
C 29.72341 23.63141 23.89772  0.500
C 26.34166 25.31386 25.92552  -1.131
C 25.38644 21.70571 24.56646  -0.998
C 32.80420 22.51003 20.34493  -1.185
C 26.68023 22.72802 20.68987  -0.848
C 33.21018 23.28854 21.58367  1.246
C 26.33214 20.95502 25.48553  1.120
C 29.70577 19.71308 22.22735  -1.045
C 27.64701 23.60145 19.91684  1.109
C 31.59131 27.14386 22.70810  -0.941
C 29.58732 28.53658 21.98090  -1.686
C 34.06081 26.34611 26.99210  -1.652
C 27.04241 26.56331 23.86741  -0.736
H 32.99066 24.34596 21.38844  -0.038
H 27.78516 24.55516 17.98589  0.386
H 27.99796 21.99058 25.36493  0.275
H 25.69392 23.19180 20.80140  0.410
H 26.34457 19.99789 27.39334  0.373
H 27.04365 22.53454 21.70488  -0.176
H 26.71600 27.42033 25.83429  0.426
H 27.59100 25.72886 23.42176  0.016
H 33.65005 26.19754 27.99272  0.360
H 27.54284 22.76942 17.93657  0.368
H 26.86766 20.20777 24.88718  0.050
H 26.21069 23.87624 18.35506  0.391
H 25.09294 19.38197 26.34708  0.391
H 26.55464 25.18896 26.99165  0.280
H 28.91859 25.77888 25.20506  0.181
H 29.20153 23.10636 20.95403  0.073
H 31.53786 23.01136 22.55585  -0.180
H 27.62730 24.62224 20.32963  -0.065
H 29.98727 29.32966 22.62198  0.312
H 32.15423 27.14539 21.77283  0.438
H 24.82185 22.48361 25.09594  0.236
H 33.40441 26.38277 24.95675  0.100
H 25.87926 22.20322 23.72938  0.020
H 28.84900 19.16961 22.63334  0.283
H 28.50188 28.59351 22.08952  0.375
H 27.51637 27.47405 23.48652  -0.019
H 33.50692 22.64478 19.51855  0.435
H 25.25840 25.44996 25.85275  0.480
H 31.46989 27.86029 25.27655  0.088
H 32.32500 18.29994 23.99250  0.411
H 29.54944 26.92844 23.35832  -1.071
H 31.93159 27.96155 23.34972  0.357
H 24.87644 20.96450 27.08673  0.330
H 29.38520 20.74772 22.05476  0.070
H 34.67962 27.24270 27.00618  0.387
H 26.53552 21.75048 20.21800  0.352
H 34.69420 25.48769 26.76011  0.375
H 32.98278 28.63289 25.79309  0.388
H 31.68569 20.35027 22.74850  -0.255
H 29.80489 25.33815 21.82039  0.126
H 31.41286 25.38147 25.36079  0.393
H 24.61838 21.04725 24.14270  0.451
H 34.93644 23.65662 22.83884  0.330
H 31.86774 17.92822 22.34753  0.388
H 35.30117 23.53818 21.10202  0.416
H 31.84905 26.20656 23.21909  -0.294
H 34.91295 22.07745 22.03922  0.342
H 31.80138 22.78917 20.01105  0.207
H 29.85497 28.77067 20.95025  0.407
H 30.09463 20.98360 24.34707  0.430
H 26.01149 26.59109 23.51249  0.515
H 30.69896 17.60555 23.64202  0.393
H 32.77333 21.43317 20.54842  0.201
H 29.90931 19.30978 21.22991  0.380
H 26.61766 24.39338 25.40718  0.072
H 31.82746 28.02148 26.98913  0.348



(2)
Entry from the OMol25 dataset: a cluster of 7 separate species, C22H57NO10 in total at a distorted geometry (ωB97M-V/def2-TZVPD).

highest occupied orbital energy: -9.53 eV
total charge: 0
structure (SMILES): O=C(NCCCO)OO.CC(C)O.CC(C)O.CC(C)O.CC(C)O.CC(C)O.CC(C)O
E_tot: -45700.279 eV

Last column: Mulliken charge in e.
Positions of all 90 atoms, in Å:
O 5.38807 -4.23616 6.90181  -0.476
O -0.69753 -1.58888 0.08634  -0.540
O -2.40946 3.20509 -2.80301  -0.195
O -5.06011 -2.53706 -6.05227  -0.482
O 5.17283 -0.88363 2.60162  -0.497
O -1.48686 3.19252 -0.34121  -0.390
O 1.01876 6.73182 -3.68555  -0.523
O -2.69535 1.73686 -6.50201  -0.580
O 2.08042 2.46387 -0.02240  -0.533
O -2.82091 4.23024 -1.89105  -0.329
N -1.93466 5.44765 -0.15275  -0.297
C -2.62815 -2.62161 -0.94353  -1.072
C -1.63448 -1.46987 -0.98463  0.458
C -0.34197 6.70775 -1.67163  -0.366
C 2.75433 0.32597 0.91135  -1.002
C 0.69602 1.52206 1.71649  -0.801
C -5.95443 -2.91918 -5.00746  0.676
C 5.11680 -0.79582 4.02662  0.607
C -5.32567 -4.00245 -4.14465  -1.343
C 5.30536 -4.12382 8.32254  0.464
C 5.02811 -5.48215 8.94813  -1.375
C -4.92298 0.88653 -6.09557  -1.345
C 2.10710 1.67571 1.17334  0.360
C -2.01615 4.19092 -0.75997  0.514
C -7.28643 -3.36774 -5.58824  -1.505
C -0.58840 6.05063 -0.30047  -0.767
C 6.57793 -3.50151 8.87728  -1.224
C 0.97466 6.32349 -2.31369  -0.493
C -2.97687 0.23273 -4.63194  -0.886
C -2.33720 -0.12295 -0.93218  -0.939
C 4.86633 -2.16376 4.64093  -1.184
C 6.39635 -0.17176 4.56355  -1.447
C -3.60648 1.32576 -5.47782  0.522
H 2.81125 -0.27004 1.81938  0.195
H 0.24691 2.49970 1.89435  0.253
H -0.38522 7.78571 -1.55226  0.232
H -2.03780 0.58391 -4.20169  0.314
H 6.35798 -0.06005 5.64824  0.360
H -3.19930 -2.59687 -0.01126  0.361
H 2.17667 -0.23165 0.16768  0.282
H -5.97966 -4.28066 -3.31728  0.384
H -1.61610 0.69258 -0.96435  0.133
H -1.18724 -1.52991 0.91267  0.356
H 3.76366 0.45210 0.52319  0.276
H -4.37364 -3.66239 -3.73673  0.263
H -2.64527 6.07413 -0.50728  0.291
H -2.10885 -3.57958 -0.98608  0.362
H 0.30162 6.29040 -4.13917  0.295
H -2.14715 3.72564 -3.57090  0.293
H 4.78629 -2.10647 5.72207  0.299
H 5.68050 -2.84965 4.39610  0.289
H -5.64131 0.59680 -5.32690  0.327
H -7.99467 -3.62843 -4.80087  0.382
H 4.11272 -5.91074 8.54044  0.330
H -3.64276 -0.06427 -3.82210  0.097
H -2.75424 -0.64892 -5.23854  0.405
H 6.56140 0.80942 4.11751  0.363
H -1.04287 -1.53567 -1.89917  0.218
H 6.75892 -2.52833 8.42013  0.280
H 6.12478 -4.82089 6.69706  0.311
H 6.51826 -3.37256 9.95868  0.382
H 4.46233 -3.45805 8.51332  0.258
H 2.71608 2.23888 1.88282  0.233
H 4.27345 -0.13781 4.24495  0.245
H -3.77048 2.20731 -4.85676  0.210
H 4.92556 -5.40706 10.03143  0.378
H 0.68545 0.95507 2.64977  0.435
H -3.02617 -0.00995 -1.76672  0.123
H -6.10405 -2.01915 -4.40893  0.221
H 5.84416 -6.17554 8.72718  0.355
H -7.14641 -4.24298 -6.22848  0.358
H -1.14917 6.44104 -2.35164  0.344
H 1.54039 1.98821 -0.66174  0.339
H 3.94581 -2.59484 4.24566  0.316
H 0.13997 5.28091 -0.07179  0.310
H 5.90963 -1.45868 2.37264  0.300
H -2.53187 0.97578 -7.06741  0.365
H -3.33021 -2.56761 -1.77748  0.036
H 1.14183 5.24831 -2.26609  0.333
H -4.90071 -3.31013 -6.60294  0.304
H -0.52844 6.80986 0.46970  0.401
H 7.43988 -4.13600 8.65360  0.330
H 0.06818 1.00237 0.98929  -0.056
H 7.25740 -0.79750 4.31261  0.364
H -5.35619 1.69081 -6.69135  0.376
H -2.90125 -0.01370 -0.00097  0.459
H -4.76763 0.03079 -6.75555  0.252
H -7.72163 -2.57814 -6.20088  0.350
H 1.80747 6.83985 -1.85315  0.325
H -5.12727 -4.89657 -4.74193  0.391



(3)
Entry from the OMol25 dataset: a structure of composition C22H58BMnO12 at a distorted geometry (ωB97M-V/def2-TZVPD).

spin multiplicity: 6
⟨S²⟩: 8.758
highest occupied orbital energy (alpha / beta): -3.35 / -3.34 eV
total charge: -1
relative energy (zero: lowest compared OMol25 entry of this formula, charge and spin): 67.8 kcal/mol
E_tot: -80308.025 eV

Last column: Löwdin spin population.
Positions of all 94 atoms, in Å:
Mn -1.35723 -4.37596 0.20362  4.905
O 4.35903 3.92777 1.30867  0.000
O 6.15048 -0.03365 -2.84544  0.000
O -4.08711 2.72683 -2.61600  0.000
O -1.39996 -6.10395 -2.06316  0.009
O -4.11723 -3.85615 0.55052  0.016
O -2.59302 -3.97688 2.63569  0.018
O 7.14116 4.11345 0.65928  0.000
O -2.56138 1.88566 -5.05183  0.000
O -3.24812 1.49409 5.20979  0.000
O 0.29364 -6.58515 0.42423  0.010
O -2.76427 3.65439 3.03247  0.000
O 4.75705 -1.92985 -1.63395  0.000
C -2.69868 1.36474 3.90902  0.000
C -0.56535 -7.23246 -1.99818  0.000
C -2.78078 4.45916 1.88774  0.000
C -4.76982 -3.49704 1.78021  0.001
C -3.18775 2.35622 2.82411  0.000
C 3.95049 -2.85004 -0.99549  0.000
C -1.61848 1.33020 -6.01156  0.000
C 7.11025 1.08901 -2.95519  0.000
C -1.82847 -4.11838 3.88436  0.002
C 5.06333 0.44595 -1.99936  0.000
C 0.10036 -7.58368 -0.55567  0.000
C 2.99585 3.79017 1.02187  0.000
C 4.90418 4.82487 0.37849  0.000
C -4.85662 -3.38893 -0.65183  0.002
C -4.61140 1.59109 5.35711  0.000
C -3.57178 1.40097 -2.82638  0.000
C 6.29316 5.22445 0.76218  0.000
C -5.36355 2.75274 -2.00854  0.000
C 8.53466 4.35092 0.94256  0.000
C -4.00109 -4.14160 2.89774  0.001
C 4.07903 -0.68305 -1.71909  0.000
C -2.32619 1.49607 -3.67303  0.000
B -0.52191 -1.66593 0.09359  0.020
H -1.69325 0.24452 -5.94983  0.000
H 2.99255 -3.00714 -1.49124  0.000
H -4.25889 -3.44549 -1.56157  0.001
H 1.05853 -8.08760 -0.68243  -0.001
H 3.27810 -0.76293 -2.45410  0.000
H 4.49595 1.23910 -2.48631  0.000
H 4.42702 5.80237 0.30836  0.000
H 6.65312 2.06228 -3.13371  0.000
H -2.25857 5.40905 2.00223  0.000
H -3.82536 4.59190 1.60610  0.000
H -4.23989 2.28303 2.54888  0.000
H -0.56442 -8.37643 -0.21258  0.000
H 6.45881 5.59474 1.77389  0.000
H 5.54454 0.86494 -1.11562  0.000
H 8.70397 4.78592 1.92755  0.000
H 2.51787 4.74427 1.24395  0.000
H -1.82199 -5.11217 4.33207  0.000
H -5.19443 -2.35260 -0.64898  0.000
H 4.83839 4.41064 -0.62758  0.000
H -1.80392 0.54909 -3.53681  0.000
H 7.82003 1.19857 -2.13525  0.000
H -5.27470 2.46051 -0.96221  0.000
H -1.61051 1.39710 3.96314  0.000
H -5.03144 2.40161 4.76152  0.000
H -2.09191 -3.35953 4.62114  0.000
H 2.89677 3.41640 0.00276  0.000
H -1.76465 1.70564 -7.02437  0.000
H 9.08990 3.42293 0.80600  0.000
H -3.31419 0.91548 -1.88508  0.000
H -0.51146 -2.11369 -0.88806  0.006
H 8.90677 5.11705 0.26236  0.000
H -1.53394 -1.67312 0.46776  0.004
H -2.95990 0.35965 3.57788  0.000
H -2.66657 1.92457 1.96962  0.000
H -1.64316 2.26879 -3.32023  0.000
H 7.72280 0.87564 -3.83118  0.000
H 0.07736 -2.20012 0.81453  0.005
H 6.64383 5.90854 -0.01058  0.000
H -4.27847 -3.61023 3.80813  0.000
H -5.77584 -3.93152 -0.87258  0.000
H -1.07714 -8.13464 -2.33321  0.000
H 0.24822 -7.07033 -2.70524  0.000
H -6.08973 2.14380 -2.54701  0.000
H -5.15761 0.70644 5.02978  0.000
H 2.45714 3.07289 1.64106  0.000
H 3.68402 -0.42703 -0.73597  0.000
H -4.19586 0.68691 -3.36372  0.000
H -5.83782 -3.71464 1.76936  0.000
H -0.57808 1.60295 -5.83472  0.000
H -5.71700 3.78219 -2.06675  0.000
H -4.66896 -2.41185 1.79723  0.000
H -0.79421 -3.89604 3.62173  0.001
H 4.39924 -3.84218 -1.04401  0.000
H -4.89712 1.79690 6.38867  0.000
H 3.75121 -2.55391 0.03441  0.000
H -0.11390 -0.66744 0.06603  0.002
H -4.21116 -5.20881 2.96862  0.000
H -2.11301 3.95677 1.18789  0.000